1.
ORCA calculation (ωB97M-V with the def2-TZVPD basis set) on a 2-piece molecular cluster, C3H8OS2 overall.

Its LUMO energy (spin up / spin down) is 0.2 / -4.0 eV. The value obtained for the electronic energy is -26951.0705 eV. As for the spin multiplicity: 3. As for the HOMO energy (spin up / spin down): -3.692 / -8.333 eV.

Each line ends with the Löwdin charge.
Positions of all 14 atoms, in Å:
1 C 2.181788 0.654420 -1.366547  -0.115
2 C -3.831548 -0.767126 0.234766  -0.446
3 C 1.989497 1.762067 -0.692574  -0.137
4 O -1.436099 2.175248 -0.060820  -0.533
5 S -2.271964 -0.518851 -0.673263  0.471
6 S -1.264690 0.681958 0.594551  0.526
7 H 3.080988 0.093735 -1.124565  0.053
8 H 1.442092 0.236233 -1.947561  0.010
9 H -0.702970 2.346191 -0.709756  0.013
10 H -4.256496 -1.743336 0.108779  0.033
11 H -4.537592 -0.011328 0.092069  0.014
12 H -3.691302 -0.577366 1.279273  0.015
13 H 2.909287 2.159190 -0.112025  0.082
14 H 1.128591 2.453934 -0.800776  0.013

Atomic forces in eV per Å
1.935 -4.675 -1.425
0.861 -0.026 0.792
0.170 6.755 4.181
0.178 0.486 -0.850
-0.684 -0.250 -0.431
1.069 -0.128 0.575
-0.319 -0.280 -0.365
-1.254 -0.992 -1.481
-0.553 -0.133 0.557
0.045 -0.474 -0.326
-1.186 1.172 -1.384
0.785 -0.551 0.914
-2.032 -0.349 -0.775
0.985 -0.556 0.018

2.
ORCA calculation (ωB97M-V with the def2-TZVPD basis set) on a single C22H17NO2 molecule.

Its LUMO energy is -0.1 eV. Its SMILES is Cc1ccc([C@@H](c2ccccc2)N2C(=O)c3ccccc3C2=O)cc1. The value obtained for the electronic energy is -28674.7577 eV. As for the HOMO energy: -8.796 eV.

Each line ends with the Löwdin charge.
Positions of all 42 atoms, in Å:
1 C -4.978574 -1.593407 2.167565  -0.055
2 C -3.558868 -1.220912 1.809832  -0.277
3 C -3.222740 0.128510 1.804680  -0.055
4 C -1.948650 0.553151 1.544655  -0.025
5 C -0.917882 -0.356774 1.244792  -0.210
6 C 0.430771 0.227331 1.058098  -0.058
7 C 1.683990 -0.474801 1.511646  -0.148
8 C 2.838454 0.261754 1.274147  -0.036
9 C 4.101083 -0.215387 1.567423  -0.079
10 C 4.285354 -1.494404 2.040976  -0.088
11 C 3.152164 -2.293969 2.254295  -0.069
12 C 1.840692 -1.768823 2.084978  -0.010
13 N 0.416159 0.902633 -0.487030  0.147
14 C -0.255033 0.268904 -1.531082  -0.340
15 O -0.964495 -0.708302 -1.472667  0.128
16 C 0.052508 1.013257 -2.811767  -0.076
17 C -0.329588 0.797108 -4.135078  0.003
18 C 0.116505 1.652405 -5.138345  -0.065
19 C 0.957806 2.709414 -4.821386  -0.064
20 C 1.365460 2.891194 -3.502015  0.002
21 C 0.903609 2.046742 -2.499394  -0.088
22 C 1.165800 1.939213 -1.032926  -0.328
23 O 1.970040 2.680598 -0.434154  0.059
24 C -1.243010 -1.710092 1.176381  -0.031
25 C -2.546900 -2.124076 1.510636  -0.022
26 H -5.150906 -2.664105 2.344233  0.077
27 H -5.271958 -1.094614 3.105634  0.080
28 H -5.676273 -1.196912 1.406361  0.088
29 H -3.986125 0.857821 2.078075  0.118
30 H -1.745632 1.635704 1.549072  0.128
31 H 0.489654 1.235269 1.436098  0.134
32 H 2.703864 1.214246 0.777441  0.085
33 H 4.928483 0.471508 1.481397  0.106
34 H 5.263306 -1.850019 2.325056  0.100
35 H 3.276489 -3.290475 2.658401  0.096
36 H 0.951356 -2.343606 2.394961  0.101
37 H -0.975500 -0.051593 -4.375570  0.123
38 H -0.194421 1.489450 -6.154444  0.103
39 H 1.298268 3.390855 -5.580836  0.103
40 H 2.043252 3.700640 -3.226841  0.123
41 H -0.490550 -2.447182 0.901767  0.113
42 H -2.777956 -3.168258 1.694954  0.110

Atomic forces in eV per Å
-0.286 0.179 0.333
0.163 0.080 0.074
-0.650 0.289 0.166
0.660 0.354 -0.186
-0.911 0.133 0.454
-0.053 1.732 -1.722
0.772 -1.070 -0.630
-0.138 -0.066 -0.351
0.133 0.519 0.153
-0.956 -0.501 0.275
-0.880 0.859 0.363
0.268 0.229 -0.450
0.458 -1.720 0.139
-0.740 -0.823 -1.149
0.437 0.322 0.064
-0.006 0.083 -0.381
-0.538 -0.734 0.325
-0.047 -0.172 0.560
0.033 -0.128 0.703
0.541 0.683 0.673
-0.469 -0.536 -0.337
2.419 2.377 1.527
-1.856 -1.555 -0.882
-0.375 0.069 0.569
0.189 -0.097 0.336
0.172 0.262 -0.390
0.175 -0.082 -0.238
0.285 -0.444 0.215
0.137 -0.082 -0.171
0.064 -0.583 0.097
-0.322 0.030 1.154
0.342 0.121 0.352
0.240 -0.065 -0.221
0.113 -0.133 -0.170
-0.092 0.002 0.003
0.754 0.233 -0.291
0.165 0.301 0.076
-0.063 -0.050 -0.221
0.100 0.091 -0.157
-0.161 -0.161 -0.167
-0.266 0.175 0.067
0.187 -0.126 -0.564

Quick rundown of relative energy (zero: lowest compared OMol25 entry of this formula, charge and spin), same order as above: 372.5 0.0 kJ/mol